(1)
Density functional theory data (ωB97M-V/def2-TZVPD) for a structure of composition C8H24BF4O4RbS4 in a non-equilibrium geometry.

Properties
HOMO level = -9.073 eV
charge = 0
electronic energy = -72418.74902 eV
E_LUMO = -1.21 eV
ΔE to the lowest compared entry with this formula, charge and spin = 406.25 kJ/mol

Last column: natural (NBO) charge in e.
Atoms and positions in Å:
Rb 0.504116 -0.623910 0.368443  0.993
B 6.069499 -2.159762 -1.112965  1.325
F 6.245851 -1.158027 -0.200015  -0.576
F 6.257327 -3.392645 -0.480565  -0.584
F 4.824913 -2.021042 -1.691230  -0.584
F 7.059230 -2.157831 -2.093229  -0.580
C -3.797095 -1.260144 -6.784170  -0.769
S -3.253564 -0.212296 -5.317730  1.179
O -2.225069 -1.138577 -4.629731  -0.970
C -2.331165 0.963922 -6.369880  -0.859
H -4.353630 -2.112625 -6.394750  0.239
H -2.934679 -1.469765 -7.416939  0.235
H -4.428700 -0.578760 -7.354174  0.212
H -2.641727 1.011689 -7.413602  0.235
H -1.279443 0.706054 -6.494371  0.257
H -2.167666 1.945187 -5.924361  0.241
C 2.665709 6.580475 -0.567717  -0.817
S 2.470733 5.066521 -1.695230  1.216
O 1.014668 4.674608 -1.608275  -0.967
C 2.809251 5.965479 -3.228854  -0.848
H 2.029137 7.404824 -0.889164  0.221
H 3.667410 6.948191 -0.345290  0.234
H 2.283506 6.316044 0.418236  0.233
H 2.956126 5.155196 -3.942962  0.243
H 3.716969 6.553826 -3.363008  0.249
H 2.009648 6.703622 -3.291253  0.238
C -6.041549 -3.981134 0.909887  -0.824
S -4.726882 -4.914921 1.725092  1.226
O -3.612790 -3.922835 1.924050  -0.983
C -5.618929 -5.257148 3.307902  -0.831
H -6.133918 -3.064934 1.493117  0.232
H -6.996451 -4.506647 0.900433  0.232
H -5.747077 -3.744399 -0.112536  0.244
H -5.025978 -5.734884 4.087824  0.247
H -6.410598 -5.988051 3.143126  0.232
H -6.069847 -4.356215 3.723948  0.225
C 2.302657 0.222268 7.897950  -0.811
S 2.100357 -0.648672 6.284445  1.214
O 1.456751 0.368809 5.380618  -0.998
C 3.832542 -0.802291 5.713248  -0.823
H 1.338031 0.293783 8.400440  0.240
H 2.769830 1.202651 7.804712  0.236
H 2.874997 -0.442447 8.545004  0.223
H 4.189209 0.175221 5.388652  0.240
H 3.831463 -1.437472 4.827455  0.244
H 4.516828 -1.170938 6.477416  0.236

Forces on the atoms, in the same order (eV/Å):
0.23 -0.07 -0.07
1.27 -1.09 -0.35
0.15 1.33 1.03
-0.76 -0.77 0.71
-1.38 -0.08 -0.41
0.42 0.71 -0.86
-0.12 1.57 0.66
2.02 -2.48 -0.76
-1.50 1.80 -0.60
1.30 0.41 -0.24
0.28 0.05 -0.18
0.07 -0.38 0.45
-0.39 -0.24 -0.05
-0.73 0.23 0.28
0.05 -1.07 0.40
-0.96 0.14 0.11
-0.61 -0.50 0.36
0.40 1.04 1.85
1.16 0.70 -0.58
-0.08 -0.03 -0.01
0.04 -0.10 -0.45
0.26 -0.33 -0.73
-0.19 -0.48 -0.11
-0.98 0.33 -0.53
0.38 -0.18 1.06
-0.40 -0.53 -0.84
-0.17 0.21 0.45
0.46 -0.25 0.18
-0.83 -0.45 0.22
-0.29 0.22 0.05
-0.08 0.11 -0.11
0.12 -0.17 0.06
0.19 -0.13 0.15
0.66 0.28 -0.38
-0.11 0.10 -0.55
0.11 0.14 -0.11
0.33 -0.80 -0.09
-0.13 0.98 0.17
0.27 -0.60 0.09
-0.06 0.59 0.11
-0.19 0.12 -0.51
-0.01 -0.13 -0.21
0.36 0.07 -0.05
-0.19 0.17 0.12
-0.10 -0.18 0.23
-0.25 -0.25 0.02



(2)
Density functional theory data (ωB97M-V/def2-TZVPD) for a cluster of 11 separate species, C33H91O36P3S8 in total in a non-equilibrium geometry.

Properties
HOMO level = -10.558 eV
charge = 0
electronic energy = -223954.62030 eV
E_LUMO = -0.28 eV
ΔE to the lowest compared entry with this formula, charge and spin = 0.00 kJ/mol
SMILES = CCOS(C)(=O)=O.CCOS(C)(=O)=O.CCOS(C)(=O)=O.CCOS(C)(=O)=O.CCOS(C)(=O)=O.CCOS(C)(=O)=O.CCOS(C)(=O)=O.CCOS(C)(=O)=O.COP(=O)(OC)OC.COP(=O)(OC)OC.COP(=O)(OC)OC

Last column: Mulliken charge in e.
Atoms and positions in Å:
C 2.196324 5.571449 1.000710  -0.623
C 1.119625 6.215293 1.887392  -0.372
O -0.127066 6.232727 1.155054  -0.368
S -1.542274 6.236048 2.037647  1.240
C -1.540413 4.457308 2.689772  -0.391
O -1.336152 7.150985 3.132890  -0.640
O -2.700789 6.383892 1.129429  -0.604
H 3.171931 5.641732 1.481713  0.523
H 2.096159 5.918656 -0.027646  0.258
H 1.914529 4.523051 0.902943  -0.178
H 1.113906 5.705647 2.850888  0.391
H 1.439336 7.230626 2.121902  0.268
H -1.602675 3.779566 1.838365  -0.004
H -2.482370 4.386104 3.233608  0.277
H -0.680311 4.221460 3.316412  0.210
C 4.460507 -0.665297 1.778310  -1.150
C 3.841115 -0.144376 3.067146  -0.285
O 2.776756 0.658289 2.628450  -0.180
S 2.480057 2.102106 3.405194  0.909
C 2.064558 1.470653 5.058073  -1.072
O 3.804543 2.824127 3.431251  -0.643
O 1.291068 2.741052 2.853451  -0.120
H 3.799677 -1.369434 1.272751  0.037
H 5.418659 -1.146149 1.975363  0.472
H 4.674932 0.205393 1.158626  0.360
H 3.514257 -0.967590 3.702435  0.179
H 4.603562 0.323046 3.690278  0.546
H 1.531986 0.530615 4.913878  0.218
H 1.470123 2.241405 5.548669  0.416
H 3.000302 1.315135 5.595013  0.402
C 4.058656 -5.399432 -3.520085  -1.626
C 2.885376 -4.552814 -3.741116  0.238
O 1.959637 -4.651154 -2.735347  -0.223
S 0.762429 -3.525450 -2.498043  0.947
C 1.858651 -2.232952 -1.782451  -0.356
O 0.209611 -3.121756 -3.794013  -0.305
O -0.122285 -4.012812 -1.414264  -0.601
H 3.796636 -6.447810 -3.662728  0.349
H 4.502744 -5.224982 -2.540054  0.334
H 4.835810 -5.185053 -4.253697  0.406
H 3.344069 -3.565444 -3.794101  0.216
H 2.437501 -4.756365 -4.713780  0.204
H 1.402372 -1.914439 -0.845192  -0.447
H 1.943387 -1.417713 -2.500989  0.077
H 2.837963 -2.663900 -1.574322  0.676
C -1.531967 3.624175 -2.488998  -1.034
C -0.732105 4.555740 -1.563822  0.710
O 0.123038 5.409454 -2.406564  -0.278
S -0.420294 6.887879 -2.941012  1.137
C -0.210506 7.905797 -1.440899  -0.661
O 0.518268 7.320046 -3.971516  -0.644
O -1.840005 6.801635 -3.205491  -0.620
H -0.922651 2.859784 -2.971219  0.028
H -2.145477 4.149806 -3.220732  0.579
H -2.348689 3.201866 -1.903582  0.245
H -1.364051 5.145461 -0.899762  0.127
H -0.175863 3.852923 -0.943546  -0.334
H -1.113592 7.733032 -0.855513  0.234
H -0.067193 8.932303 -1.778304  0.511
H 0.715418 7.656226 -0.922748  0.005
C -2.141074 -4.095130 -5.528529  -1.073
C -3.174825 -4.123521 -4.416575  0.238
O -4.133030 -3.114516 -4.482974  -0.347
S -5.306874 -3.177941 -3.325639  1.244
C -6.574619 -4.121451 -4.210359  -1.050
O -4.831554 -3.998314 -2.198295  -0.591
O -5.693489 -1.799780 -3.072592  -0.628
H -2.497747 -4.142668 -6.557422  0.456
H -1.433961 -4.921834 -5.460281  0.369
H -1.603643 -3.146867 -5.520542  -0.049
H -3.693232 -5.075436 -4.301597  0.471
H -2.554973 -4.008844 -3.527350  -0.081
H -7.261989 -3.328468 -4.504969  0.377
H -7.016684 -4.832468 -3.512401  0.347
H -6.193904 -4.687360 -5.060586  0.319
C 2.719421 -2.647309 -7.319020  -1.439
C 1.706177 -1.750163 -6.613607  -0.133
O 2.433607 -1.236337 -5.512306  -0.177
S 2.303536 0.371059 -5.239487  1.103
C 0.470780 0.455363 -4.868811  0.049
O 3.071529 0.755636 -4.060002  -0.456
O 2.597677 1.108096 -6.465493  -0.675
H 3.265723 -3.291607 -6.630159  0.226
H 3.439807 -2.003198 -7.823278  0.358
H 2.270322 -3.296548 -8.070616  0.415
H 1.436412 -0.895221 -7.233613  0.660
H 0.696788 -2.117816 -6.429040  0.054
H 0.367421 0.697144 -3.811010  -0.428
H -0.002609 -0.513793 -5.026088  -0.139
H 0.074647 1.251924 -5.498634  0.567
C -6.840227 0.330349 6.673116  -1.377
C -5.838795 1.345790 6.298408  0.030
O -5.956368 1.545198 4.898350  -0.275
S -4.896615 2.540450 4.051298  1.187
C -3.408429 1.422285 3.972513  0.001
O -5.446411 2.723574 2.692420  -0.592
O -4.459617 3.613661 4.929652  -0.643
H -6.856677 -0.640648 6.178134  0.291
H -7.777517 0.831614 6.431609  0.363
H -6.940264 0.131994 7.740239  0.397
H -6.021969 2.285997 6.818574  0.304
H -4.813056 1.047761 6.515516  0.250
H -2.725920 1.689728 3.165817  -0.050
H -3.835616 0.419860 4.000160  -0.433
H -2.830769 1.558610 4.886744  0.534
C 4.257300 3.036069 -2.155447  -0.605
C 5.691637 3.525263 -2.277309  -0.552
O 6.336554 3.513537 -0.993396  -0.190
S 7.855279 4.217112 -0.889603  1.096
C 8.874777 2.910715 -1.548912  -0.918
O 7.921316 5.402497 -1.761579  -0.621
O 8.231037 4.407415 0.526321  -0.614
H 4.292058 1.952019 -2.047145  0.202
H 3.700899 3.274143 -3.062001  0.423
H 3.780454 3.480128 -1.281653  0.054
H 6.254470 2.949977 -3.012401  0.318
H 5.751709 4.588602 -2.509245  0.423
H 9.917706 3.097046 -1.292643  0.384
H 8.719562 2.983375 -2.625355  0.330
H 8.540922 1.978270 -1.093721  0.288
C 0.976062 -5.726237 0.964054  -0.290
O 1.439201 -5.664179 2.260792  -0.408
P 1.627067 -4.299837 3.138651  0.132
O 2.458659 -3.301716 2.500391  -0.252
O 0.100847 -3.860023 3.400156  0.425
C -0.688417 -4.452174 4.407588  -0.544
O 2.141993 -4.901976 4.575187  -0.359
C 3.501271 -4.758950 4.944106  -0.718
H 1.478315 -6.575999 0.501712  0.343
H 1.331123 -4.848642 0.423810  -0.077
H -0.094363 -5.869639 0.816673  0.242
H -1.496631 -5.068073 4.013190  0.304
H -1.272340 -3.695541 4.931655  0.019
H -0.214522 -5.032533 5.199237  0.324
H 3.784653 -5.657930 5.491475  0.291
H 3.613332 -3.897795 5.602870  0.280
H 4.207180 -4.735685 4.113893  0.285
C 0.954118 1.222372 -0.629939  -1.036
O -0.148610 0.495639 -1.067447  0.736
P -1.520246 0.398320 -0.200947  0.401
O -2.009396 1.646139 0.415148  -0.872
O -2.578721 -0.213832 -1.285471  -0.331
C -2.298751 -1.332853 -2.030230  1.173
O -1.182667 -0.800904 0.784498  0.524
C -0.237733 -0.747826 1.870283  -0.546
H 1.214933 2.059681 -1.277235  0.187
H 1.847077 0.599133 -0.677954  0.257
H 0.976032 1.507197 0.421966  0.153
H -1.623974 -2.029895 -1.533325  -0.253
H -1.813820 -1.080611 -2.973262  0.229
H -3.219377 -1.904128 -2.149376  -0.899
H -0.761915 -0.975698 2.798403  0.239
H 0.165940 0.261109 1.955144  0.179
H 0.603954 -1.436544 1.797155  -0.150
C -5.126035 -0.800789 1.007150  -0.597
O -4.427099 -1.070344 2.239507  0.207
P -4.683715 -2.471683 3.044072  0.573
O -6.081722 -2.745247 3.571862  -0.810
O -4.254403 -3.606822 1.977617  -0.471
C -3.067538 -3.461029 1.244276  0.507
O -3.531502 -2.574245 4.150290  0.170
C -3.768036 -2.082621 5.447114  -0.895
H -5.398785 0.252605 1.071000  0.261
H -6.087100 -1.304426 0.903202  0.369
H -4.423079 -0.942251 0.186211  0.018
H -3.192107 -3.490669 0.161832  0.107
H -2.341761 -4.211293 1.558048  0.164
H -2.644392 -2.477913 1.450511  -0.507
H -3.439016 -1.083818 5.733864  0.290
H -3.166936 -2.706724 6.108380  0.316
H -4.812866 -2.155696 5.748941  0.352

Forces on the atoms, in the same order (eV/Å):
-1.59 -0.67 0.09
1.30 0.46 -0.18
-1.53 -0.28 0.73
-0.28 -1.34 -0.34
-0.54 1.28 -0.75
-0.29 -0.49 -0.67
3.02 -0.22 1.51
0.01 0.17 -0.39
0.60 0.54 0.10
0.28 -0.29 0.21
-0.66 -0.27 -0.09
-0.42 0.25 -0.11
0.14 0.16 -0.17
0.09 0.14 0.19
-0.06 0.41 -0.13
0.42 0.13 0.29
1.52 -1.45 -0.08
-2.05 2.60 0.69
3.15 0.75 0.08
0.43 0.43 -0.63
-3.97 -1.81 0.03
1.60 -1.31 0.23
0.00 0.10 0.03
-0.06 -0.19 0.06
-0.07 -0.08 -0.19
-0.68 -0.14 -0.19
-0.14 0.90 -0.32
-0.11 0.19 0.07
-0.02 -0.16 -0.06
-0.08 -0.01 -0.08
0.87 -1.71 0.28
0.87 1.93 -2.26
-3.00 -0.20 2.22
0.39 -0.12 0.75
-0.69 -0.21 -0.33
0.81 -0.62 1.93
1.97 0.61 -2.70
0.18 -0.18 0.38
-0.10 -0.18 0.08
-0.12 0.18 -0.12
-0.63 0.72 -0.03
-0.18 0.01 -0.05
-0.11 0.06 -0.17
-0.03 0.00 0.10
-0.19 -0.11 -0.12
-1.18 0.77 0.43
-0.99 -0.49 -1.51
-0.01 0.97 0.09
0.68 -0.43 0.37
0.26 -0.30 -0.91
-1.30 -0.93 1.56
1.15 0.00 0.04
0.00 0.05 0.12
0.61 0.38 -0.35
0.36 -0.69 0.38
-0.03 0.11 -0.26
0.89 0.76 0.05
0.25 0.22 0.10
-0.52 0.00 -0.10
-0.27 -0.40 -0.05
-0.37 0.56 -1.19
1.64 -1.56 0.50
-1.57 1.41 0.63
1.22 -0.35 1.11
0.01 0.64 0.44
-0.63 1.32 -1.88
0.22 -1.95 -0.71
-0.69 -0.20 0.04
-0.01 0.11 0.50
0.19 -0.11 0.39
0.20 -0.30 -0.31
-0.29 0.05 0.42
-0.24 -0.39 -0.22
-0.05 0.33 0.12
0.29 0.38 0.08
-0.44 -0.09 -0.43
0.17 0.53 -1.71
0.29 1.40 1.91
-0.52 1.16 -0.31
1.23 0.22 0.07
-1.02 -1.44 -1.26
-0.59 -1.33 1.41
-0.16 0.12 0.19
0.06 -0.07 0.06
-0.17 0.09 -0.02
0.44 0.06 -0.56
0.38 -0.87 1.04
0.12 0.14 -0.04
0.17 0.10 -0.26
-0.05 -0.18 0.07
-1.96 -0.24 0.41
1.64 0.45 0.32
0.63 1.32 -2.43
0.71 -1.22 -0.47
-0.96 0.41 0.73
0.86 -0.32 3.42
-1.12 -0.44 -1.01
0.50 0.22 -0.34
-0.41 -0.37 -0.14
0.54 0.21 0.14
-0.01 0.02 0.03
0.21 -0.09 0.14
-0.60 -0.25 -0.47
0.39 0.08 -0.73
-0.34 0.26 0.23
0.74 -0.28 0.27
-0.14 1.50 -0.23
2.17 0.06 1.28
0.08 1.82 1.29
-0.38 0.35 -0.06
-0.40 -2.29 1.16
-1.43 -0.82 -2.71
-0.31 -0.02 0.06
0.06 0.02 0.07
-0.05 0.07 -0.07
0.06 -0.10 0.03
-0.38 -0.10 -0.82
-0.18 0.22 0.00
0.12 -0.44 0.03
-0.01 0.05 -0.24
0.60 0.18 -2.04
0.63 0.80 3.26
-1.50 -3.05 0.49
0.40 0.97 -0.22
1.57 0.11 0.21
-1.92 -0.31 1.16
-1.11 0.78 -2.14
0.85 -0.47 0.50
-0.09 -0.11 -0.04
-0.37 0.06 -0.21
-0.10 0.27 0.51
0.35 -0.26 -0.63
0.39 0.52 -0.14
0.73 0.08 -0.48
-0.24 0.03 0.21
0.11 0.05 -0.18
-0.31 0.42 -0.24
2.19 0.27 0.52
-1.77 -0.27 -0.15
-0.36 0.17 -0.98
0.58 -0.88 -0.28
1.21 2.32 2.76
0.65 -2.16 -0.75
-0.25 -0.49 -0.23
-0.09 0.86 0.42
-0.57 0.22 0.02
0.02 -0.46 -0.27
-0.71 0.42 -0.05
0.15 0.08 0.31
-0.34 0.08 -0.22
0.02 0.31 -0.36
-0.18 -0.07 -0.11
-0.01 0.01 0.08
-0.24 -0.22 -0.61
-0.26 0.97 0.12
-0.07 -1.71 1.63
-2.91 -0.96 -1.03
3.15 1.00 -1.01
-1.13 0.54 1.01
1.39 0.80 -0.10
-0.10 1.03 -1.08
-0.01 -0.46 1.91
0.26 0.10 -0.14
0.35 -0.59 0.06
-0.34 -0.23 -0.04
-0.54 -0.37 0.06
-0.05 -0.11 -0.07
0.26 -0.07 -0.05
0.16 0.42 -1.07
-0.20 -0.28 0.07
-0.05 -0.21 -0.25



It is found that the frontier orbital gap values, taken in the order of the records, are 7.862, 10.280 eV.